A gas-phase ion, C25H37ClF3N2O7S2 (charge +1). Source: the Open Molecules 2025 dataset; level of theory: ωB97M-V/def2-TZVPD.

XYZ file:
```
77
Properties=species:S:1:pos:R:3:forces:R:3:mulliken_charge:R:1
C -0.132437 -5.713987 1.205602 0.19 0.38 0.27 -1.20
C 0.895433 -4.571787 1.364210 -0.65 -0.10 -0.33 -0.46
C 1.179797 -3.844592 0.031110 -0.27 -0.14 0.76 -1.13
C 1.226139 -2.323524 0.195938 0.69 0.92 -0.25 -0.98
C 0.531515 -1.548057 -0.948917 -0.41 -1.70 -0.22 -1.61
N 1.283261 -0.529075 -1.691245 -0.22 -0.64 1.37 0.04
C 0.835878 0.649188 -1.501435 0.48 0.29 -0.56 0.10
C 1.447687 1.761596 -2.289525 -0.13 0.24 -0.69 -1.61
O 2.647619 1.353159 -2.942251 -0.18 -0.20 0.19 -0.45
C 2.513841 1.113421 -4.281566 0.90 -0.18 -0.17 0.78
F 2.255520 2.222948 -4.958934 -0.22 -0.01 0.01 -0.25
F 3.657494 0.593775 -4.712043 -0.35 0.19 0.21 -0.25
F 1.533348 0.228266 -4.516423 -0.20 0.05 -0.05 -0.22
C -0.320133 0.691019 -0.492103 0.77 0.02 -1.38 3.35
C -1.321713 1.828366 -0.861230 -0.11 -0.19 0.62 -1.67
C -1.746161 2.818592 0.222439 -0.68 0.29 0.11 -1.30
C -3.020581 2.421214 1.004333 0.25 -0.12 -0.11 -0.46
C -2.930718 2.823433 2.454547 -0.03 0.42 0.31 -0.92
O -1.686352 2.367109 3.034189 -0.62 -0.49 0.48 -0.16
C -1.781348 1.624285 4.164473 2.22 -1.26 0.67 0.07
O -0.850421 0.919388 4.513615 -1.46 1.22 -0.69 -0.45
C 0.448272 0.906783 0.835748 -0.27 0.40 0.47 -0.06
C 1.430147 2.094028 0.877663 -0.05 -0.31 -0.01 -1.50
C 2.909124 1.713298 0.706259 -0.37 0.73 0.47 -0.60
C 3.811559 2.660322 1.497666 0.17 -0.21 -0.76 -1.27
S 3.697134 2.377572 3.265297 0.67 -0.60 -0.14 1.14
O 2.895959 1.220822 3.477803 -0.97 0.01 0.01 -0.46
O 5.007114 2.343195 3.805308 0.47 0.74 0.21 -0.57
Cl 2.734265 4.041674 3.947142 0.01 -0.24 -0.07 -0.20
C -0.816596 -0.788829 -0.755541 0.45 -0.05 -0.08 1.73
C -1.508246 -1.029705 -2.108473 -0.41 0.51 0.21 -0.52
C -1.572940 -0.106179 -3.129685 0.50 0.26 0.70 -0.23
C -2.204000 -0.420121 -4.302860 -0.35 0.51 -1.44 -0.96
N -2.769406 -1.578780 -4.602815 0.41 0.10 0.80 -0.60
C -2.656623 -2.464440 -3.612176 -0.77 -0.93 -1.01 -0.75
C -2.079127 -2.255738 -2.396372 0.45 -0.14 0.69 -0.51
S -1.956805 -1.536101 0.466407 -1.19 -0.74 1.34 1.82
C -1.736746 -0.848129 2.090912 1.07 -0.19 -0.45 -0.62
O -3.304067 -1.272033 0.068452 -0.27 1.20 -0.45 -0.80
O -1.662050 -2.933632 0.592599 1.05 -0.35 -0.18 -0.64
H -0.315786 -5.922319 0.156903 0.06 -0.36 -0.09 0.32
H 0.164242 -6.604895 1.745635 0.12 -0.26 -0.16 0.35
H -1.076245 -5.401138 1.635352 -0.25 0.04 -0.04 0.27
H 1.807032 -4.938409 1.821124 0.20 0.06 0.06 0.64
H 0.432160 -3.854293 2.032162 0.20 0.16 0.32 0.16
H 2.123067 -4.220004 -0.353465 0.05 0.06 -0.40 0.50
H 0.375722 -4.108464 -0.649820 0.00 -0.01 -0.21 0.37
H 0.796481 -2.009657 1.138466 -0.07 -0.15 0.23 0.16
H 2.267708 -1.996188 0.227458 0.11 0.10 0.10 0.67
H 0.371642 -2.328044 -1.688149 -0.26 -0.02 -0.16 1.38
H 2.026242 -0.841354 -2.303331 0.25 0.56 -0.06 0.49
H 0.719039 2.054430 -3.046574 -0.19 0.11 0.02 0.74
H 1.658570 2.654156 -1.717493 0.03 0.00 0.31 0.67
H -0.944195 2.388051 -1.710076 0.16 0.17 -0.04 0.66
H -2.221761 1.349178 -1.231917 -0.18 -0.01 -0.04 0.58
H -2.014058 3.738606 -0.288954 0.19 0.21 -0.16 0.61
H -0.977746 3.098796 0.934316 0.31 -0.18 -0.11 0.27
H -3.268608 1.369502 0.877224 0.08 -0.21 0.11 0.23
H -3.864254 2.967296 0.592795 -0.22 -0.02 -0.10 0.49
H -2.946204 3.907408 2.531255 0.13 0.17 0.05 0.35
H -3.762575 2.457098 3.050751 -0.14 -0.15 -0.05 0.49
H -2.694578 1.664980 4.773746 -0.23 0.36 -0.44 0.40
H 0.988482 0.019688 1.152218 -0.01 -0.16 -0.15 0.54
H -0.280200 1.102472 1.611558 -0.09 -0.01 0.02 -0.93
H 1.330953 2.520962 1.869048 -0.14 0.06 0.18 0.54
H 1.102439 2.882541 0.203135 0.15 0.17 -0.11 0.74
H 3.055148 0.722238 1.118657 0.11 -0.31 -0.22 0.33
H 3.270201 1.764170 -0.318962 -0.06 -0.25 -0.19 0.36
H 4.838879 2.420168 1.242362 0.30 -0.01 0.33 0.49
H 3.673008 3.698502 1.218141 -0.20 0.23 0.32 0.47
H -1.131695 0.867383 -3.033322 -0.08 0.19 -0.15 0.34
H -2.253679 0.343916 -5.068104 -0.01 0.04 -0.14 0.42
H -3.072882 -3.442285 -3.808048 -0.12 -0.10 -0.07 0.42
H -2.062031 -3.066502 -1.689624 -0.06 -0.15 0.12 0.47
H -1.884920 0.217505 2.132967 -0.42 0.02 -0.08 -0.77
H -0.716419 -1.054763 2.403396 0.06 -0.03 0.15 0.33
H -2.397820 -1.429473 2.721052 -0.35 0.00 -0.03 0.84
```
Forces are in eV/Å.

Calculated values
- E_tot (Eh) = -3166.871536
- largest force on an atom (eV/Å) = 2.6
- charge = +1
- LUMO level (eV) = -3.9
- SMILES string = CCCC[C@@H]1[NH+]=C(COC(F)(F)F)[C@](CCCCOC=O)(CCCCS(=O)(=O)Cl)[C@]1(c1ccncc1)S(C)(=O)=O
- HOMO-LUMO gap (eV) = 8.804

***

3 unconnected molecules or ions with the total composition C5H13NO2. Source: the Open Molecules 2025 dataset; level of theory: ωB97M-V/def2-TZVPD.

XYZ file:
```
21
Properties=species:S:1:pos:R:3:forces:R:3:mulliken_charge:R:1
C 0.790891 2.235165 -1.624956 -0.17 -0.55 1.75 -0.71
C 0.760569 2.467076 -0.236383 -0.40 0.52 -3.65 -0.22
C 0.566267 1.519675 0.828433 0.71 -3.20 -0.46 -0.21
C 0.888642 0.212376 0.809045 -0.13 1.38 -1.87 -0.33
C 0.573929 -0.834531 1.819186 0.77 -0.16 -1.34 -0.59
N -0.445420 -1.750306 1.202297 -0.69 2.84 -0.57 -0.51
H 1.012978 3.065784 -2.367619 -0.46 -1.14 1.25 0.24
H 0.582719 1.186701 -2.081639 0.59 1.89 0.93 0.18
H 0.759151 3.508431 0.067853 0.37 0.05 -0.06 0.31
H 0.107789 1.606334 1.736509 -1.41 2.33 2.34 0.35
H 1.248071 -0.020125 -0.164455 0.87 -1.33 -0.58 0.43
H 0.325436 -0.280335 2.719592 -0.45 -0.42 0.52 0.38
H 1.530269 -1.389673 1.968583 -0.83 0.08 0.24 0.27
H -1.320069 -1.151447 0.964536 1.86 -1.28 0.35 0.22
H -0.730468 -2.399907 1.879624 -0.47 -1.18 1.07 0.22
O -2.241866 -0.058908 -0.637496 1.01 1.59 0.58 -0.68
H -2.336995 -0.809764 -1.199887 0.20 -0.90 -0.76 0.32
H -1.359473 0.334558 -0.865288 -1.21 -0.63 0.23 0.32
O -0.337111 -2.135600 -1.737168 -0.18 -0.24 -1.01 -0.61
H -0.035951 -2.334939 -0.849349 -0.05 -0.05 0.74 0.35
H -0.339359 -2.970564 -2.231417 0.08 0.40 0.30 0.27
```
Forces are in eV/Å.

Calculated values
- E_tot (Eh) = -403.464881
- largest force on an atom (eV/Å) = 3.7
- LUMO level (eV) = 0.6
- relative energy (zero: lowest compared OMol25 entry of this formula, charge and spin) (kcal/mol) = 70.1
- SMILES string = C=C/C=C/CN.O.O
- HOMO-LUMO gap (eV) = 9.328

***

C6H8FNO2 in the gas phase. Source: the Open Molecules 2025 dataset; level of theory: ωB97M-V/def2-TZVPD.

XYZ file:
```
18
Properties=species:S:1:pos:R:3:forces:R:3:mulliken_charge:R:1
C -1.515760 -1.681471 0.011527 4.16 0.81 1.29 -0.20
C -0.210970 -0.150824 0.846691 -1.02 -3.72 -0.46 -0.92
C -2.319631 0.554021 0.052339 -0.55 -0.04 1.20 0.43
C 1.522401 1.354696 0.821271 -1.34 -1.22 -0.12 -1.58
C 1.533462 -0.278792 -1.204284 -0.07 3.91 -0.02 -1.47
C 1.248116 -0.103469 0.284445 -2.70 4.18 -0.72 1.81
N -2.475556 -0.866996 -0.130020 -2.86 -0.85 -0.94 -0.05
O -3.297751 1.254121 0.044346 0.61 0.15 -0.39 -0.57
O -1.104418 0.855732 0.471098 0.09 -0.29 -1.29 -0.07
F 1.995207 -0.970006 0.945480 0.99 -1.75 1.36 -0.32
H -1.488862 -2.820543 0.021127 -0.79 1.80 -0.08 0.30
H 0.686995 1.991316 0.479649 0.71 -0.08 0.38 0.36
H 1.546105 1.248208 1.902083 0.00 0.44 0.09 0.40
H 2.419389 1.732020 0.447207 1.65 0.57 -0.53 0.47
H 1.706548 0.721187 -1.838243 -0.97 -2.19 1.48 0.27
H 0.817062 -0.932499 -1.547152 -1.80 -1.05 -1.52 0.37
H 2.423938 -0.782958 -1.271807 2.41 -1.16 -0.14 0.49
H -3.486271 -1.123745 -0.335749 1.49 0.51 0.41 0.28
```
Forces are in eV/Å.

Calculated values
- E_tot (Eh) = -538.324998
- largest force on an atom (eV/Å) = 5.0
- LUMO level (spin up / spin down) (eV) = -0.1 / -0.1
- relative energy (zero: lowest compared OMol25 entry of this formula, charge and spin) (kcal/mol) = 131.4
- HOMO-LUMO gap (spin up / spin down) (eV) = 7.490 / 7.489

***

Question: The lowest E_tot belongs to which entry?
Answer: C25H37ClF3N2O7S2

***

Question: Among the records above, which one has the lowest largest force on an atom?
Answer: C25H37ClF3N2O7S2

***

Question: Which formula does entry 2 have?
Answer: C5H13NO2

***

Question: largest force on an atom of number 1 (C25H37ClF3N2O7S2)?
Answer: 2.6 eV/Å